Computed, not measured: a structure of composition C10H10AgF13IO5S2, with ωB97M-V/def2-TZVPD.

Calculated values
Lowest unoccupied orbital energy in Ha: -0.24703
Total charge: +1
Spin multiplicity: 1
HOMO energy in eV: -12.3
Energy in a.u.: -3301.9949

Geometry (Å):
O 6.1414 0.8073 0.5825
S 4.9178 0.6749 1.4489
O 4.9922 1.6049 2.6239
O 4.7109 -0.9238 1.9780
C 4.6335 -1.8291 0.8528
I 3.7778 -3.7107 1.5914
C 3.7170 -1.3122 -0.3574
O 4.5013 -0.7590 -1.4348
C 2.6104 -0.2688 0.2161
C 1.4737 -0.1818 -0.9366
C 0.3991 0.9560 -0.6168
C -1.0678 0.6569 -1.2278
F -1.0246 -0.4572 -2.1157
F -1.3477 1.7937 -2.0374
C -2.0448 0.5172 0.0202
F -1.5484 -0.3257 1.0295
F -2.0607 1.8143 0.5835
C -3.5332 0.0087 -0.3501
F -3.9453 0.8396 -1.3873
F -3.3236 -1.3345 -0.7668
C -4.5210 -0.0954 0.8893
F -4.1702 -1.2929 1.5521
F -4.3691 0.8962 1.8544
S -6.3563 -0.2099 0.4994
F -6.4546 -1.7102 1.2444
F -6.1326 -0.9151 -0.9685
F -6.4279 1.3263 -0.0981
F -6.6808 0.4440 2.0138
F -7.9890 -0.3174 0.2458
C 3.3764 1.1086 0.4474
O 2.6210 2.0121 1.2747
H 5.6819 -2.0470 0.4764
H 3.1522 -2.2239 -0.7606
H 3.9833 -0.7191 -2.2592
H 2.1267 -0.6846 1.1620
H 1.0608 -1.2324 -1.0249
H 2.0235 0.1486 -1.8921
H 0.3787 1.1364 0.4997
H 0.7955 1.9247 -1.0826
H 3.6452 1.5492 -0.5607
H 2.5332 2.8804 0.8278
Ag -0.2559 -0.5494 -4.0365

natural (NBO) atomic charge list, values in e, 8 entries: atom 1 (O): -0.873, atom 2 (S): 2.165, atom 3 (O): -0.835, atom 4 (O): -0.679, atom 5 (C): -0.044, atom 6 (I): 0.146, atom 7 (C): 0.039, atom 8 (O): -0.710